Record 1
A molecular structure, C13H11BrClNO2Sn. Source: the Open Molecules 2025 dataset; level of theory: ωB97M-V/def2-TZVPD.

Structure (XYZ):
```
30
Properties=species:S:1:pos:R:3:lowdin_charge:R:1
Cl 2.42671 1.30868 2.67538 0.42
C -0.26433 3.03783 -1.15249 -0.19
C -0.50702 1.98078 -2.08069 -0.15
C 0.65109 1.16976 -2.16691 -0.08
H -1.37854 1.90221 -2.71339 0.13
C 1.63472 1.69539 -1.24420 -0.36
C 1.05859 2.89173 -0.62941 -0.14
H 1.59699 3.56822 0.05910 0.15
H -0.92430 3.88330 -0.98726 0.14
H 0.86509 0.38804 -2.91857 0.15
C 2.95748 1.09132 -0.90162 -0.05
Sn -0.17682 1.12741 0.40578 1.47
C -2.96811 1.37394 0.21418 0.02
C 0.28550 1.33979 2.91452 -0.44
O -3.97209 1.16795 0.67859 0.17
O -0.27956 1.40576 3.93269 0.14
H 2.90967 -0.01142 -1.05689 0.10
H 3.16192 1.29473 0.17022 0.02
H 3.80751 1.50499 -1.49708 0.12
Br -2.77122 -3.71645 3.00028 0.84
C -1.69334 -3.13040 1.52831 -0.62
C -1.12239 -4.07464 0.64808 -0.02
C -0.34236 -3.56778 -0.39958 0.00
C -0.15384 -2.20444 -0.51719 -0.11
N -0.67821 -1.31222 0.34547 -0.05
C -1.47269 -1.79482 1.34486 -0.18
H -1.29512 -5.15098 0.79383 0.14
H 0.11559 -4.24891 -1.11813 0.14
H 0.45219 -1.81898 -1.35230 0.12
H -1.92310 -1.10077 2.02440 0.10
```

The HOMO-LUMO gap (alpha / beta) is 4.684 / 4.685 eV. For the electronic energy, the calculation gives -3954.944125 Ha. As for the net charge: +2. As for the spin multiplicity: 1.

Record 2
A molecular structure, C37H48BrN3O3SSiTi. Source: the Open Molecules 2025 dataset; level of theory: ωB97M-V/def2-TZVPD.

Structure (XYZ):
```
95
Properties=species:S:1:pos:R:3:lowdin_charge:R:1
Ti 1.47359 0.00015 0.02681 0.93
O 3.24494 -0.40268 -0.81450 -0.09
C 2.92723 0.28519 -1.86523 -0.48
O 1.78930 0.87594 -1.73835 -0.13
C 3.73975 0.36008 -3.04706 -0.15
C 4.92100 -0.38455 -3.12144 0.01
C 5.68659 -0.32031 -4.26810 -0.04
C 5.27559 0.48271 -5.32875 -0.02
C 4.09932 1.22286 -5.25395 -0.04
C 3.32378 1.16291 -4.11357 0.02
H 5.21912 -1.00590 -2.28762 0.13
H 6.60050 -0.89262 -4.34362 0.12
H 5.87922 0.53130 -6.22565 0.12
H 3.79416 1.84177 -6.08618 0.12
H 2.40461 1.72782 -4.03385 0.13
C -0.20641 -4.91672 -2.26659 -0.07
C 0.59467 -3.76326 -1.64040 -0.60
C 1.42587 -3.07298 -2.73406 -0.06
C 1.53900 -4.31191 -0.56407 -0.07
Si -0.63072 -2.50897 -0.97348 0.65
O 0.38346 -1.27956 -0.25093 -0.35
C -1.57236 -1.66638 -2.33956 -0.24
C -2.66894 -2.33479 -2.89802 -0.10
C -3.38523 -1.77931 -3.94862 -0.05
C -3.01999 -0.54133 -4.45918 -0.06
C -1.93576 0.13714 -3.91986 -0.07
C -1.21795 -0.42289 -2.87181 -0.10
C -1.75704 -3.00953 0.41405 -0.23
C -3.11468 -2.67393 0.38241 -0.10
C -3.96134 -3.01018 1.43018 -0.06
C -3.46526 -3.69618 2.53011 -0.06
C -2.12218 -4.04838 2.57658 -0.08
C -1.27923 -3.70953 1.52783 -0.13
H 0.48060 -5.67471 -2.65156 0.10
H -0.81726 -4.57240 -3.10321 0.08
H -0.86053 -5.40383 -1.53844 0.09
H 2.08180 -3.80717 -3.20988 0.10
H 2.06498 -2.29126 -2.31489 0.06
H 0.80013 -2.63144 -3.51223 0.09
H 2.29640 -4.94447 -1.03535 0.10
H 1.01293 -4.93045 0.16328 0.07
H 2.06379 -3.51252 -0.03240 0.07
H -2.97680 -3.29937 -2.50734 0.11
H -4.22853 -2.31190 -4.36862 0.12
H -3.57830 -0.10762 -5.27869 0.11
H -1.64445 1.10100 -4.31901 0.11
H -0.36686 0.11858 -2.47815 0.08
H -3.52441 -2.15981 -0.47959 0.09
H -5.01201 -2.75448 1.37782 0.11
H -4.12651 -3.97259 3.34099 0.11
H -1.73450 -4.59955 3.42394 0.11
H -0.23616 -3.99378 1.58653 0.09
Br 0.11504 -0.90605 3.03139 0.97
C 1.97478 -0.64733 3.07678 -0.68
C 2.65454 -0.80580 4.26658 -0.07
C 4.02576 -0.61435 4.26529 0.00
C 4.65973 -0.27371 3.07942 -0.01
C 3.90836 -0.14392 1.93566 -0.08
N 2.56758 -0.32923 1.91890 -0.06
H 2.11463 -1.07473 5.16239 0.12
H 4.59102 -0.73214 5.18060 0.13
H 5.72759 -0.11631 3.03422 0.13
H 4.36927 0.10118 0.99195 0.12
C -4.26036 3.57264 1.17318 -0.10
C -4.35998 2.82042 -0.15606 -0.24
C -3.05714 2.20172 -0.66388 -0.18
C -2.49696 1.05564 0.16745 -0.17
N -1.95973 1.47725 1.47054 0.05
C -0.77080 1.99189 1.71323 -0.71
S 0.44896 2.09400 0.45217 0.82
N -0.51541 2.52359 2.89855 0.04
C 0.72732 3.18918 3.32199 -0.20
C 0.75412 4.66936 2.95627 -0.19
C -0.44743 5.45692 3.47638 -0.25
C -0.62568 5.38395 4.99079 -0.10
H -5.12393 4.22147 1.31239 0.08
H -3.36830 4.20485 1.20656 0.07
H -4.24657 2.90210 2.03775 0.06
H -4.70916 3.51481 -0.92138 0.11
H -5.12598 2.04281 -0.08359 0.11
H -2.28727 2.97439 -0.76631 0.11
H -3.22232 1.79702 -1.66621 0.11
H -1.70108 0.55740 -0.37824 0.07
H -3.25945 0.30672 0.37797 0.13
H -2.64228 1.56294 2.21116 0.14
H -1.28926 2.59635 3.54568 0.16
H 1.56687 2.66202 2.87241 0.09
H 0.79010 3.05587 4.40095 0.12
H 0.81896 4.76835 1.86957 0.10
H 1.67706 5.08663 3.36699 0.13
H -1.35991 5.11645 2.97529 0.09
H -0.32044 6.49780 3.17636 0.12
H -0.89543 4.38071 5.33448 0.06
H -1.41684 6.05561 5.31970 0.08
H 0.29112 5.67330 5.50797 0.09
```

The HOMO-LUMO gap is 6.968 eV. For the electronic energy, the calculation gives -5939.628246 Ha. As for the net charge: +2. As for the spin multiplicity: 1.

Question: The lowest electronic energy belongs to which entry?
Answer: C37H48BrN3O3SSiTi

Please write out number 1 again, unchanged.
A molecular structure, C13H11BrClNO2Sn. Source: the Open Molecules 2025 dataset; level of theory: ωB97M-V/def2-TZVPD.

Structure (XYZ):
```
30
Properties=species:S:1:pos:R:3:lowdin_charge:R:1
Cl 2.42671 1.30868 2.67538 0.42
C -0.26433 3.03783 -1.15249 -0.19
C -0.50702 1.98078 -2.08069 -0.15
C 0.65109 1.16976 -2.16691 -0.08
H -1.37854 1.90221 -2.71339 0.13
C 1.63472 1.69539 -1.24420 -0.36
C 1.05859 2.89173 -0.62941 -0.14
H 1.59699 3.56822 0.05910 0.15
H -0.92430 3.88330 -0.98726 0.14
H 0.86509 0.38804 -2.91857 0.15
C 2.95748 1.09132 -0.90162 -0.05
Sn -0.17682 1.12741 0.40578 1.47
C -2.96811 1.37394 0.21418 0.02
C 0.28550 1.33979 2.91452 -0.44
O -3.97209 1.16795 0.67859 0.17
O -0.27956 1.40576 3.93269 0.14
H 2.90967 -0.01142 -1.05689 0.10
H 3.16192 1.29473 0.17022 0.02
H 3.80751 1.50499 -1.49708 0.12
Br -2.77122 -3.71645 3.00028 0.84
C -1.69334 -3.13040 1.52831 -0.62
C -1.12239 -4.07464 0.64808 -0.02
C -0.34236 -3.56778 -0.39958 0.00
C -0.15384 -2.20444 -0.51719 -0.11
N -0.67821 -1.31222 0.34547 -0.05
C -1.47269 -1.79482 1.34486 -0.18
H -1.29512 -5.15098 0.79383 0.14
H 0.11559 -4.24891 -1.11813 0.14
H 0.45219 -1.81898 -1.35230 0.12
H -1.92310 -1.10077 2.02440 0.10
```

The HOMO-LUMO gap (alpha / beta) is 4.684 / 4.685 eV. For the electronic energy, the calculation gives -3954.944125 Ha. As for the net charge: +2. As for the spin multiplicity: 1.

Question: Which value of net charge does entry 2 give?
Answer: +2